Record 1
Formula: C19H37BrIO8P3
Source: the Open Molecules 2025 dataset
Level of theory: ωB97M-V with the def2-TZVPD basis set

Computed properties:
Strongest force on any atom   0.18991 Eh/bohr
SMILES   CCOP(=O)(OCC)OCC.CCOP(=O)(OCC)OCC.BrP(I)Cc1ccccc1
HOMO-LUMO gap   0.233 Ha
E_HOMO   -8.42 eV
E_LUMO   -2.07 eV

```
! wB97M-V def2-TZVPD RIJCOSX def2/J DEFGRID3
* xyz 0 1
C 5.37 -2.61 1.40
C 4.81 -1.20 1.42
O 3.69 -1.06 0.57
P 2.29 -1.85 0.97
O 1.92 -0.88 2.12
O 1.30 -1.13 -0.16
C 0.18 -0.37 0.25
C 0.55 1.10 0.44
O 2.70 -2.94 -0.31
C 2.58 -4.32 -0.01
C 1.25 -4.68 0.61
H 4.70 -3.29 1.92
H 6.34 -2.65 1.90
H 5.48 -2.97 0.37
H 4.54 -0.90 2.44
H 5.57 -0.50 1.07
H -0.26 -0.79 1.17
H -0.59 -0.44 -0.52
H 1.49 1.23 0.99
H -0.24 1.63 0.97
H 0.70 1.58 -0.53
H 3.40 -4.62 0.65
H 2.70 -4.87 -0.95
H 1.11 -4.19 1.58
H 1.18 -5.76 0.77
H 0.42 -4.37 -0.04
C -3.41 -0.23 -3.16
C -3.86 0.06 -4.58
O -3.02 1.01 -5.22
P -1.46 0.56 -5.57
O -1.85 -0.35 -6.76
O -1.07 1.88 -6.51
C -0.70 1.71 -7.87
C -1.92 1.77 -8.79
O -1.03 1.58 -4.24
C -0.08 1.04 -3.33
C 1.14 0.46 -4.00
H -2.49 -0.82 -3.16
H -4.17 -0.79 -2.62
H -3.21 0.70 -2.62
H -3.90 -0.87 -5.17
H -4.87 0.48 -4.56
H -0.15 0.76 -8.00
H -0.01 2.51 -8.14
H -2.76 1.19 -8.40
H -1.67 1.41 -9.79
H -2.27 2.80 -8.87
H -0.58 0.28 -2.72
H 0.22 1.85 -2.65
H 0.88 -0.38 -4.65
H 1.86 0.10 -3.26
H 1.63 1.21 -4.63
Br -5.94 2.51 8.59
P -4.40 3.03 6.95
I -4.33 0.98 5.55
C -2.76 3.31 7.89
C -1.51 2.34 7.33
C -0.89 1.29 8.44
C 0.33 0.29 7.89
C 0.88 0.40 6.32
C 0.23 1.46 5.24
C -0.97 2.46 5.77
H -2.33 4.42 7.78
H -2.93 3.16 9.05
H -1.29 1.19 9.56
H 0.75 -0.47 8.69
H 1.74 -0.30 5.92
H 0.55 1.57 4.11
H -1.51 3.28 5.10
*
```

=====

Record 2
Formula: C19H37BrLuSi4Te
Source: the Open Molecules 2025 dataset
Level of theory: ωB97M-V with the def2-TZVPD basis set

Computed properties:
Strongest force on any atom   0.09683 Eh/bohr
HOMO-LUMO gap   0.207 Ha
E_HOMO   -3.09 eV
E_LUMO   2.54 eV

```
! wB97M-V def2-TZVPD RIJCOSX def2/J DEFGRID3
* xyz -1 1
C 5.49 1.81 -0.29
C 4.53 2.52 -1.02
C 3.43 2.75 -0.16
H 4.59 2.79 -2.06
C 3.73 2.21 1.10
C 4.99 1.59 1.02
H 5.48 1.06 1.81
H 6.45 1.47 -0.66
H 2.50 3.22 -0.44
H 3.08 2.20 1.95
Lu 3.63 0.48 -0.49
Br 2.09 1.11 -2.43
C 3.20 -1.74 -0.89
C 4.06 -1.64 0.23
C 5.27 -1.09 -0.21
H 3.80 -1.90 1.24
C 5.16 -0.83 -1.60
C 3.90 -1.27 -2.02
H 3.51 -1.20 -3.01
H 2.18 -2.07 -0.88
H 6.13 -0.89 0.41
H 5.92 -0.39 -2.23
C -0.70 -2.62 -1.86
Si -1.48 -2.27 -0.20
C -3.23 -2.90 -0.31
C -0.55 -3.22 1.11
Si -1.48 -0.08 0.32
Te 0.68 1.17 0.46
Si -2.54 1.13 -1.29
C -4.39 1.00 -1.18
C -2.08 2.94 -1.15
C -2.03 0.63 -3.01
Si -2.46 0.36 2.31
C -4.19 -0.33 2.45
C -1.43 -0.31 3.71
C -2.58 2.21 2.54
H -0.65 -3.71 -2.02
H 0.31 -2.19 -1.92
H -1.31 -2.18 -2.67
H -3.22 -3.97 -0.58
H -3.75 -2.77 0.65
H -3.77 -2.33 -1.10
H 0.49 -2.85 1.18
H -1.06 -3.09 2.09
H -0.56 -4.30 0.85
H -4.73 1.42 -0.21
H -4.84 1.60 -2.00
H -4.70 -0.05 -1.27
H -0.98 3.07 -1.29
H -2.60 3.51 -1.95
H -2.37 3.36 -0.17
H -0.92 0.67 -3.11
H -2.40 -0.39 -3.22
H -2.49 1.32 -3.74
H -4.15 -1.44 2.41
H -4.62 -0.02 3.43
H -4.83 0.06 1.64
H -0.41 0.12 3.66
H -1.90 -0.04 4.67
H -1.37 -1.42 3.63
H -1.57 2.67 2.46
H -3.25 2.64 1.77
H -3.01 2.43 3.54
*
```

=====

Record 3
Formula: C19H37F3I2NO10PSi2
Source: the Open Molecules 2025 dataset
Level of theory: ωB97M-V with the def2-TZVPD basis set

Computed properties:
Strongest force on any atom   0.10437 Eh/bohr
HOMO-LUMO gap   0.317 Ha
E_HOMO   -9.15 eV
E_LUMO   -0.54 eV

```
! wB97M-V def2-TZVPD RIJCOSX def2/J DEFGRID3
* xyz 0 1
C 4.58 -1.05 0.26
C 3.43 -0.44 1.21
O 3.05 -1.18 2.14
O 2.95 0.86 0.94
C 1.50 0.83 0.68
Si 1.16 0.41 -1.19
N 2.36 1.31 -2.13
C 1.99 2.54 -2.42
C 0.90 3.42 -1.65
C 2.73 3.27 -3.66
O 1.29 -1.31 -1.31
Si 0.36 -2.00 -2.59
C -1.52 -2.06 -2.27
C -2.30 -0.66 -2.41
O -2.04 0.06 -3.61
C -3.88 -1.02 -2.44
F -4.26 -1.28 -3.77
F -4.25 -2.02 -1.53
F -4.55 0.20 -2.09
C 0.87 -1.10 -4.22
P 2.72 -1.00 -4.54
O 3.06 0.44 -5.01
O 3.23 -2.01 -5.84
O 3.68 -1.42 -3.21
C 0.90 -3.84 -2.83
I 1.30 -4.70 -4.82
C 1.05 -4.75 -1.75
C 1.49 -6.28 -2.02
I 0.67 -4.20 0.30
H 4.22 -2.03 -0.18
H 4.90 -0.29 -0.52
H 5.49 -1.25 0.93
H 1.10 1.85 0.98
H 0.99 0.07 1.38
H -0.19 0.90 -1.46
H -0.17 3.12 -1.96
H 1.01 4.50 -2.02
H 1.03 3.46 -0.53
H 3.75 2.77 -3.76
H 2.83 4.39 -3.43
H 2.15 3.11 -4.63
H -1.97 -2.90 -2.90
H -1.66 -2.39 -1.18
H -2.16 -0.05 -1.46
H -1.86 -0.56 -4.36
H 0.48 -0.02 -4.29
H 0.40 -1.68 -5.08
H 3.89 -2.62 -5.45
H 4.42 -0.78 -3.13
H 2.44 -6.37 -2.63
H 0.62 -6.73 -2.63
H 1.64 -6.87 -1.07
C -2.56 1.27 7.82
O -3.04 1.56 6.52
C -3.12 2.96 6.26
C -2.82 3.26 4.80
O -1.44 3.16 4.46
C -0.89 1.85 4.42
C -1.39 1.00 3.25
O -2.71 0.53 3.51
C -3.48 0.39 2.33
H -3.29 1.57 8.57
H -2.40 0.19 7.88
H -1.60 1.76 7.99
H -2.41 3.51 6.90
H -4.14 3.28 6.50
H -3.09 4.31 4.62
H -3.44 2.66 4.13
H -1.01 1.34 5.37
H 0.19 1.99 4.28
H -0.75 0.12 3.13
H -1.36 1.60 2.33
H -3.49 1.32 1.76
H -4.50 0.14 2.62
H -3.08 -0.42 1.71
*
```